This record from the Open Molecules 2025 dataset describes a single C4H7N3 molecule. The level of theory is wB97M-V/def2-TZVPD.

For the energy above the lowest of the compared OMol25 structures with the same formula, charge and spin, the calculation gives 458.1 kJ/mol. The value obtained for the strongest force on any atom is 0.032 hartree/bohr. For the molar mass, the calculation gives 97.12 g/mol. The frontier orbital gap (alpha / beta) is 8.78 / 6.10 eV. The calculation puts the HOMO energy (alpha / beta) at -8.81 / -7.05 eV.

Each line ends with the Löwdin charge.
Cartesian coordinates (Å):
C -0.83514 1.17700 -0.51886  -0.061
C -1.08924 -0.97325 0.47954  -0.056
N 0.10346 -0.95421 1.06152  0.000
C 1.18090 -0.43073 0.28599  -0.380
N 2.38185 -0.57892 0.64408  0.148
C 0.55469 0.22265 -0.94961  -0.424
N 0.92923 0.07657 -2.08736  0.186
H -1.67966 1.03658 -1.19990  0.067
H -0.31366 2.07858 -0.83589  0.053
H -1.21154 1.42123 0.48621  0.062
H -1.17954 -1.37135 -0.52456  0.095
H -1.97561 -0.89502 1.09963  0.096
H 0.16114 -0.76176 2.05503  0.151
H 2.97311 -0.04738 0.00419  0.063

***

This record from the Open Molecules 2025 dataset describes a single C4H7N3 molecule. The level of theory is wB97M-V/def2-TZVPD.

For the energy above the lowest of the compared OMol25 structures with the same formula, charge and spin, the calculation gives 273.4 kJ/mol. The value obtained for the strongest force on any atom is 0.007 hartree/bohr. For the molar mass, the calculation gives 97.12 g/mol. The frontier orbital gap is 8.82 eV. The calculation puts the HOMO energy at -7.72 eV.

Each line ends with the Löwdin charge.
Cartesian coordinates (Å):
N 2.42307 -0.42408 0.38252  0.112
C 1.06481 -0.32090 0.21334  -0.304
C 0.02961 -1.15367 -0.02592  0.032
C -0.93788 0.02981 -0.07840  -0.521
N -2.25015 0.17866 0.45358  0.090
N -0.49272 0.95000 -1.13840  0.106
C 0.20160 0.92146 0.18826  -0.170
H 2.96064 0.38706 0.11319  0.094
H 2.84319 -1.29565 0.09193  0.094
H -0.03596 -2.18362 -0.36209  0.084
H -2.94907 -0.03672 -0.24994  0.076
H -2.38215 -0.47948 1.21537  0.080
H -1.12737 1.75470 -1.10056  0.087
H 0.20853 1.78394 0.84448  0.138

***

This record from the Open Molecules 2025 dataset describes a molecular structure, C4H7N3. The level of theory is wB97M-V/def2-TZVPD.

For the energy above the lowest of the compared OMol25 structures with the same formula, charge and spin, the calculation gives 585.4 kJ/mol. The value obtained for the strongest force on any atom is 0.010 hartree/bohr. For the molar mass, the calculation gives 97.12 g/mol. The frontier orbital gap is 7.74 eV. The calculation puts the HOMO energy at -6.88 eV.

Each line ends with the Löwdin charge.
Cartesian coordinates (Å):
C -0.21144 2.27904 -0.87136  -0.059
N -0.51216 0.85044 -0.81911  -0.022
C -0.20849 0.06045 0.16118  -0.140
N -0.97979 -2.15437 -0.59406  0.043
N -0.08792 -2.42577 0.19378  -0.258
C 0.84581 -1.53240 0.83251  -0.142
C 0.37929 -0.27114 1.29683  -0.114
H 0.73809 2.46216 -0.36421  0.090
H -0.14125 2.61442 -1.90936  0.081
H -0.99980 2.84995 -0.36766  0.084
H -1.12004 0.45887 -1.53178  0.130
H 0.02426 -3.38812 0.56474  0.126
H 1.77475 -2.01119 1.13833  0.088
H 0.49870 0.20766 2.27018  0.094

***

This record from the Open Molecules 2025 dataset describes a single C4H7N3 molecule. The level of theory is wB97M-V/def2-TZVPD.

For the energy above the lowest of the compared OMol25 structures with the same formula, charge and spin, the calculation gives 95.8 kJ/mol. The value obtained for the strongest force on any atom is 0.011 hartree/bohr. For the molar mass, the calculation gives 97.12 g/mol. The frontier orbital gap is 10.20 eV. The calculation puts the HOMO energy at -9.31 eV.

Each line ends with the Löwdin charge.
Cartesian coordinates (Å):
C 0.40043 -2.15067 -1.27483  -0.053
C 0.13896 -1.02695 -0.31974  -0.346
C -0.61179 0.12201 -0.37759  -0.031
N -0.29177 0.80497 0.75216  -0.187
C -0.32531 2.23758 1.06134  -0.020
N 0.60240 0.10361 1.46748  0.010
N 0.84414 -0.99867 0.84741  0.037
H 1.42947 -2.47413 -1.09115  0.074
H -0.24901 -3.01074 -1.08651  0.073
H 0.32182 -1.87312 -2.33195  0.074
H -1.37896 0.44154 -1.06638  0.120
H 0.65145 2.44960 1.49163  0.081
H -1.09034 2.55449 1.78115  0.084
H -0.44149 2.82047 0.14699  0.084